<a>
The following is a DFT calculation (ωB97M-V/def2-TZVPD) of a 2-piece molecular cluster, C16H17N overall.

XYZ file:
```
34
C16H17N, DFT ωB97M-V/def2-TZVPD
C -0.95828 -1.71251 -4.15487
C -0.29130 -1.35573 -2.84753
C -0.11918 -2.21131 -1.80776
N 0.51860 -1.57226 -0.75661
C 0.69618 -0.25506 -1.10527
C 1.06629 0.85930 -0.36496
C 1.02952 2.10538 -0.97462
C 0.75448 2.24610 -2.34044
C 0.26800 1.16610 -3.03633
C 0.19282 -0.07908 -2.41542
H -0.76043 -0.92789 -4.88462
H -2.01306 -1.92077 -4.00605
H -0.41656 -2.54494 -4.61418
H -0.07429 -3.29324 -1.87861
H 1.03210 -2.01255 -0.01517
H 1.31030 0.88470 0.68845
H 1.32570 2.92362 -0.32268
H 0.91604 3.22228 -2.78680
H -0.09973 1.28088 -4.04652
C 1.58228 -0.45291 3.74408
C 0.27731 -0.03988 3.13235
C -0.01979 1.31766 3.03780
C -1.20487 1.75204 2.47890
C -2.07948 0.85255 1.88116
C -1.79119 -0.50279 1.98337
C -0.59467 -0.94131 2.51614
H 1.93823 0.29692 4.45688
H 2.35460 -0.51334 2.97138
H 1.52435 -1.37996 4.31189
H 0.76002 2.00789 3.33213
H -1.42117 2.81043 2.42315
H -2.97676 1.19866 1.39453
H -2.40780 -1.22027 1.45213
H -0.31826 -1.98873 2.55412
```

The spin multiplicity is 1. The value obtained for the gap between HOMO and LUMO is 8.50 eV. The total charge is 0. Its HOMO energy is -7.67 eV. The SMILES is Cc1c[nH]c2ccccc12.Cc1ccccc1.

Atomic partial charges in e from the natural (NBO) method, atoms 1 to 4:
1. C -0.6303
2. C -0.1008
3. C -0.0412
4. N -0.5293

=====

<b>
The following is a DFT calculation (ωB97M-V/def2-TZVPD) of a 2-piece molecular cluster, C16H17N overall.

XYZ file:
```
34
C16H17N, DFT ωB97M-V/def2-TZVPD
C 1.41760 -4.01937 -1.59703
C 1.05111 -2.78493 -0.81004
C -0.29638 -2.56264 -0.60951
N -0.47207 -1.48906 0.24372
C 0.77006 -1.04753 0.60518
C 1.11437 0.05772 1.43702
C 2.41605 0.47209 1.51283
C 3.39428 -0.30401 0.83385
C 3.11106 -1.42873 0.12798
C 1.74858 -1.81218 -0.07297
H 2.46421 -3.95030 -1.89380
H 0.70921 -4.19157 -2.40018
H 1.40809 -4.90180 -0.94647
H -1.07599 -3.04433 -1.16816
H -1.33973 -1.01084 0.45120
H 0.33922 0.64606 1.90430
H 2.64882 1.20648 2.27033
H 4.41563 0.03712 0.88034
H 3.95018 -2.02587 -0.20893
C -1.30342 3.64328 1.45307
C -1.64089 2.55534 0.51231
C -0.88484 2.42660 -0.65416
C -1.19323 1.53572 -1.68234
C -2.28752 0.71929 -1.46512
C -3.12626 0.85020 -0.35481
C -2.74666 1.71265 0.68544
H -0.40756 4.16754 1.12306
H -1.29231 3.35719 2.51409
H -2.05640 4.43553 1.57902
H -0.12989 3.19514 -0.79250
H -0.61382 1.45002 -2.58802
H -2.53047 -0.10629 -2.11953
H -4.11194 0.42080 -0.27721
H -3.44911 1.79069 1.50705
```

The spin multiplicity is 1. The value obtained for the gap between HOMO and LUMO is 8.46 eV. The total charge is 0. Its HOMO energy is -7.58 eV. The SMILES is Cc1c[nH]c2ccccc12.Cc1ccccc1.

Atomic partial charges in e from the natural (NBO) method, atoms 1 to 4:
1. C -0.6237
2. C -0.0843
3. C -0.0407
4. N -0.5198

=====

Stability verdict: <a>, ahead by 6.7 kcal/mol